103
Properties=species:S:1:pos:R:3:forces:R:3 method="wB97M-V/def2-TZVPD" charge=0 e_above_lowest_kj_mol=255.2
N -1.47891 -1.36642 -0.35521 -1.9687 -2.9346 -0.9020
H -0.75191 -2.08642 -0.26521 -1.4343 0.3663 1.6902
H -1.54291 -1.42142 -1.32621 0.8416 2.0138 -2.5111
H -1.34491 -0.66342 0.25079 0.9590 4.2767 1.5955
H -2.47991 -1.65142 -0.34521 -0.1354 -0.9248 2.0306
O -1.40191 -3.66242 -0.76421 0.4571 -4.3188 -2.6049
H -1.17791 -4.57842 -1.29421 -0.9808 3.4710 2.1103
C 1.14509 1.21558 -3.01821 -0.1296 -1.2032 -0.4080
O 1.75409 -0.01042 -2.61521 0.9542 1.4220 -2.0281
C 0.95209 -0.72742 -1.79421 -0.0938 -3.4633 -2.0020
C 1.67909 -1.97942 -1.32121 -2.7651 -1.4047 -1.1097
N 0.94609 -2.57242 -0.14221 0.0419 0.4476 -4.3533
C 1.68009 -3.65842 0.41479 -3.7349 -3.4788 1.0085
C 2.01909 -4.91342 -0.44021 1.1746 0.2488 8.0729
O 2.15409 -6.08242 0.37279 -0.5551 -0.1468 0.2510
C 2.44209 -7.31642 -0.27421 0.2175 0.6415 -2.1106
H 0.92909 1.79958 -2.16621 -0.4423 0.7821 1.2274
H 0.22209 1.09358 -3.61121 0.1894 -0.3350 0.2094
H 1.83609 1.76258 -3.60621 0.8132 0.3357 -0.6290
H 0.03109 -1.01242 -2.25521 -0.8204 0.0721 -0.7098
H 0.80609 -0.22742 -0.95421 -1.6216 2.4878 3.5252
H 2.56309 -1.50442 -1.09221 2.7831 -0.3428 0.7005
H 1.75209 -2.70842 -2.17621 0.3836 0.6287 0.7256
H 0.02709 -2.89542 -0.60321 2.0242 -1.9687 0.5034
H 1.10609 -4.00742 1.37379 1.0680 0.2787 -1.7005
H 2.54209 -3.24042 0.70279 3.6112 1.1998 1.4692
H 2.90609 -4.74742 -0.78921 5.2425 0.9989 -2.9119
H 1.34509 -4.99542 -1.07521 -6.1435 -1.1990 -6.1660
H 1.88709 -7.49842 -1.25321 -1.2043 -0.0401 1.6874
H 2.29809 -8.08042 0.55179 0.6907 0.5916 -1.6608
H 3.36909 -7.26242 -0.96221 0.2000 -0.2654 2.3277
C 0.80609 -1.55642 2.17079 2.3578 -0.0432 2.3333
O 0.70509 -0.30642 1.46479 0.3448 -0.3831 -0.3905
C 1.94409 0.16158 0.86079 -0.3166 2.5354 1.1165
C 3.07409 0.27258 1.95379 -5.0002 3.6628 0.9381
N 4.03909 1.26758 1.58379 1.2694 -0.9553 2.2549
C 5.02009 1.37258 2.71379 1.7695 -2.8274 0.0891
C 6.25309 2.07558 2.11279 0.5533 -1.9245 2.5912
O 7.17309 2.47158 3.14579 -1.1734 -1.4218 1.3718
C 8.33809 2.91258 2.60079 0.4440 1.5583 -1.3106
H 1.53209 -2.21242 1.67279 -0.7797 1.0018 0.9168
H -0.16891 -2.14542 2.23779 1.1556 1.2977 0.0510
H 1.38709 -1.39942 3.24079 -2.1508 -0.0909 -2.0205
H 1.69009 1.22958 0.44979 0.3235 -1.6533 1.0360
H 2.30309 -0.33042 -0.05721 -0.1033 -0.1527 1.3186
H 3.50709 -0.61042 1.98379 2.2326 -4.2968 0.6470
H 2.50009 0.49858 3.06679 1.5719 -0.5846 -2.9250
H 3.56109 2.08358 1.75679 -1.5663 2.7693 -0.6697
H 5.11809 0.28158 3.15679 0.8752 1.6417 -1.5313
H 4.84009 1.78958 3.70979 -1.2003 1.1324 -0.4886
H 5.99909 3.00958 1.78779 -1.4905 2.2532 -1.8813
H 6.72509 1.49258 1.33479 0.2066 -0.2559 -0.2055
H 8.92209 2.08458 2.23679 0.5427 -0.2116 -0.4853
H 8.93409 3.55458 3.22879 0.1091 -0.3082 1.0715
H 8.08509 3.65058 1.81579 0.3008 -0.4813 -0.5429
C -3.17091 -3.02742 3.57179 -1.6030 1.5490 -0.3957
O -4.00691 -2.72742 2.48279 -0.5163 0.0156 -2.3243
C -4.20991 -3.88042 1.53579 -7.4529 2.9270 3.7203
C -4.95391 -3.35942 0.28879 3.2633 0.7159 2.7385
N -3.99691 -2.61542 -0.49721 0.9329 -0.3800 0.8279
C -4.66991 -2.11642 -1.66221 -2.0428 -3.6644 -1.9827
C -3.78591 -1.32642 -2.56621 0.4706 -0.4582 -1.5950
O -4.32691 -0.96342 -3.86821 1.8505 0.9067 0.4541
C -3.23791 -0.14842 -4.57921 -2.5521 -1.0295 3.6754
H -2.35191 -3.46642 3.14179 3.3817 -0.1599 -0.6030
H -3.57791 -3.89242 3.98479 -1.1439 -1.2074 2.1818
H -3.05791 -2.10942 4.23279 0.0475 -1.4991 -0.8660
H -5.16091 -4.42642 2.10179 2.6597 0.3550 -1.1807
H -3.40191 -4.45342 1.47679 3.5401 -2.3747 -0.6206
H -5.67091 -2.73842 0.76479 -0.9780 0.9694 -0.0497
H -5.45791 -4.17742 -0.13521 -0.5379 -1.2168 -1.3296
H -3.07191 -3.24642 -0.55921 -1.6362 1.0196 -1.1297
H -5.68991 -1.70942 -1.43921 1.1489 0.6057 0.2560
H -5.02891 -3.08642 -2.17221 0.4064 1.2177 -0.3539
H -2.86191 -1.98042 -2.80321 -0.9215 1.1593 0.8051
H -3.63791 -0.41742 -2.00021 1.1146 0.4360 -0.1514
H -3.16191 0.83758 -4.09421 0.4311 -0.4992 0.0050
H -3.62491 -0.04042 -5.50721 -1.0913 0.4785 -3.0005
H -2.38791 -0.77042 -4.61521 1.3784 -0.2977 0.1778
C -4.23491 1.35358 -0.46321 0.3890 9.4097 -3.1576
O -2.81591 1.59958 -0.26221 -2.3187 -0.0713 -0.0932
C -2.53491 2.92258 -0.60121 0.6484 2.4979 2.1048
C -1.14591 3.24458 0.10079 -0.6967 0.6133 -2.7848
N -0.62591 4.54358 -0.43421 2.6875 -5.6695 1.0886
C -1.10191 5.74158 -0.08621 2.7351 2.7999 3.8844
C -0.16891 6.96458 -0.33521 -2.9269 -0.9388 -2.0116
O -0.70091 8.12858 0.25779 0.0282 0.5092 -0.2753
C 0.11609 9.26058 0.15279 1.8737 2.4124 2.0026
H -4.45891 0.45358 -0.21021 -1.6872 -5.5167 2.0589
H -4.51391 1.57958 -1.56121 0.7008 -0.9775 1.0900
H -4.91791 2.32558 -0.07021 1.7620 -2.9550 0.1376
H -3.26191 3.73258 -0.08321 0.8048 -1.9665 -1.6902
H -2.38091 3.04758 -1.72821 -0.5869 0.1197 1.3690
H -0.62991 2.41358 -0.44521 0.8675 0.6647 1.4265
H -1.13191 3.23958 1.19979 -0.1654 -0.3875 -0.4914
H -0.39491 4.33558 -1.33821 0.6730 0.2283 -2.8776
H -1.18991 5.63858 0.98879 -0.6467 0.6626 0.5590
H -1.95791 5.90058 -0.51121 -5.5588 1.6962 -2.1224
H -0.03091 6.96158 -1.44221 -0.1687 0.8986 0.3676
H 0.71509 6.67158 0.03979 3.5361 -0.5259 1.7005
H 1.17209 9.20258 0.55379 -1.0261 -0.8640 0.5018
H -0.21191 10.29558 0.57579 -0.6165 -2.3955 0.0917
H 0.40909 9.63558 -0.77521 -0.3546 -0.3116 -2.7504


128
Properties=species:S:1:pos:R:3:forces:R:3 method="wB97M-V/def2-TZVPD" charge=-1
C 3.05837 -5.15992 4.65416 0.4349 -0.3044 0.9228
C 1.64866 -4.96563 4.12948 -0.0794 -0.5105 -0.9916
C 0.99907 -3.57412 4.45299 1.5336 -1.1220 -0.4774
O -0.11342 -3.25194 3.65799 0.3779 -0.2759 0.5602
C -1.29734 -3.59262 4.33045 -1.7111 0.6865 -0.4717
N 1.71603 -5.20393 2.60562 -0.9102 1.8695 1.5906
H 0.78725 -5.32243 2.22691 -0.7500 -1.1241 -0.1883
H 1.88380 -4.29269 2.20363 1.6446 0.3951 -0.8611
H 2.36007 -5.95204 2.39196 0.2561 0.2175 -0.6336
H 3.15158 -4.95609 5.72087 -0.4018 0.3862 0.1010
H 3.86755 -4.60060 4.18461 -0.3095 0.2537 -0.4497
H 3.32981 -6.21545 4.63713 -0.0180 -0.1453 -0.4373
H 1.05094 -5.83213 4.41232 -0.3132 0.3273 0.6013
H 1.79450 -2.84450 4.30117 -0.1010 0.2790 -0.2507
H 0.82082 -3.61993 5.52734 -0.4391 0.2370 0.0602
H -1.39576 -3.07003 5.28193 0.5974 -0.6439 0.5898
H -1.53240 -4.65641 4.29576 0.3761 -0.2064 0.5809
H -2.16678 -3.14412 3.84979 0.2788 0.1049 -0.8591
C -5.17314 -2.31614 -2.28421 -0.3438 0.7790 0.9269
C -6.18939 -2.24213 -1.10612 1.5406 -0.9399 -0.9598
C -5.78274 -3.20820 0.08141 -0.6875 0.7860 1.4617
O -5.09638 -2.52640 1.16182 -0.3155 -0.0101 -0.1269
C -4.75075 -3.37502 2.31733 0.2268 -0.8687 -1.5578
N -6.30503 -0.79279 -0.67670 -0.7348 -0.9662 0.3659
H -7.13950 -0.68216 -0.11857 -0.3008 0.0239 0.4954
H -5.54434 -0.47458 -0.09343 0.9376 0.3213 0.1861
H -6.43733 -0.15040 -1.44477 0.4866 0.3154 -0.5043
H -5.04239 -3.30154 -2.73139 -0.0603 -0.0960 0.5593
H -4.24811 -1.93848 -1.84856 0.3561 -0.1775 -0.5147
H -5.50101 -1.66864 -3.09744 0.0858 0.2214 0.0152
H -7.15688 -2.49920 -1.53737 -0.1716 -0.1412 0.5550
H -5.22699 -4.09452 -0.22465 0.2038 0.1954 -0.5364
H -6.72156 -3.55639 0.51208 -0.2315 -0.2935 0.0155
H -5.46875 -4.16893 2.52299 -0.9578 0.5414 0.1003
H -4.52929 -2.79025 3.21014 -0.1724 0.2626 -0.4685
H -3.93009 -4.03267 2.03078 0.6109 0.6168 0.0303
C 6.94394 -2.42652 -4.29633 1.1525 -0.5428 -0.9794
C 5.81812 -1.57068 -3.87484 -1.1896 1.0728 2.4948
C 4.68103 -1.47295 -4.89587 -1.4548 0.4854 0.4803
O 3.55183 -0.66896 -4.39672 0.7684 -1.1131 -0.0976
C 2.42907 -0.53313 -5.29752 0.6791 -0.8845 0.0402
N 5.42141 -2.11524 -2.45587 -0.4386 -0.3505 -1.1360
H 6.01948 -1.80212 -1.70462 1.3686 1.3472 0.7771
H 4.51368 -1.86152 -2.09289 -0.8205 0.1435 -0.2310
H 5.55563 -3.11562 -2.41947 -0.5546 -0.5380 -0.0955
H 7.39583 -1.93950 -5.16045 0.2662 -0.2827 -0.0531
H 6.66353 -3.44384 -4.56935 -0.5756 0.0451 -0.3897
H 7.72131 -2.63651 -3.56168 -0.0280 0.8118 0.2966
H 6.08450 -0.55265 -3.59066 0.4471 0.0319 -0.3151
H 4.41412 -2.48628 -5.19591 -0.6483 -0.2109 0.1200
H 5.05025 -1.00928 -5.81063 0.4146 0.2007 0.0343
H 1.51149 -0.21229 -4.80435 0.6289 0.6587 0.5342
H 2.10970 -1.50631 -5.67037 0.3957 -0.3210 -0.3587
H 2.71168 0.11640 -6.12597 -0.2079 0.1014 -0.0349
C -1.97595 4.99014 0.70427 0.1834 1.2310 1.9583
C -0.81910 6.03379 0.83343 -1.8603 0.2416 -0.8532
C -1.16916 7.40568 1.52816 -0.7147 -1.8050 0.5670
O -0.11404 8.27892 1.35445 1.6736 0.4013 -0.8015
C -0.16759 9.59918 1.92258 -2.1841 -1.2919 -0.5983
N 0.40976 5.39942 1.36207 -0.4358 1.1608 -0.1757
H 0.86595 4.98601 0.56140 1.2003 -0.6648 -0.6733
H 0.97704 6.14012 1.74893 0.6858 0.1882 -0.1060
H 0.26585 4.70855 2.08463 -0.3066 -1.0375 0.4092
H -2.87808 5.56123 0.48496 -0.0179 -0.2725 -0.7066
H -2.21687 4.60484 1.69503 0.1561 -0.4392 0.0538
H -1.76588 4.16197 0.02743 0.0277 0.4123 -0.1292
H -0.67211 6.26493 -0.22160 0.9104 0.3314 0.0936
H -1.42063 7.30816 2.58427 0.4412 -0.4446 0.6312
H -2.16498 7.66268 1.16707 0.0994 0.7186 -0.9444
H -0.94270 10.11213 1.35320 0.0746 0.5488 -0.1367
H 0.76821 10.15144 1.83668 0.0085 -0.6120 0.2772
H -0.62751 9.45718 2.90054 0.6909 0.5476 0.6003
C -1.70199 -0.48846 -1.32157 -0.9560 1.4041 0.3819
C -1.66153 -0.31310 0.24577 -1.1684 0.1474 -1.6145
C -0.48750 -1.03024 0.78708 1.9565 1.1532 1.5144
O 0.68321 -0.60619 0.07313 -0.2976 -0.6171 -0.5095
C 1.94840 -0.86647 0.70837 -1.0360 -0.3503 1.9537
N -1.63785 1.14843 0.62080 0.9859 -0.3195 -0.8311
H -2.47443 1.70635 0.71538 -1.4450 -0.6230 0.0987
H -1.11817 1.24019 1.48197 0.8492 0.5404 0.7924
H -1.15185 1.65827 -0.10306 0.8780 0.1011 -0.1121
H -0.80495 -0.13933 -1.83299 0.5701 -0.6770 0.5813
H -2.38549 0.24273 -1.75317 -0.7426 -0.0414 0.2458
H -2.02841 -1.46747 -1.67241 0.3873 -0.1082 0.3462
H -2.53927 -0.66628 0.78701 -0.2129 -0.4390 -0.4912
H -0.71878 -2.08466 0.93815 0.4260 -0.5191 -0.9870
H -0.34601 -0.71109 1.81966 -0.0466 0.2348 0.4603
H 1.83748 -1.72774 1.36717 0.2650 -0.9543 -0.8216
H 2.13604 -0.18666 1.53947 0.1186 1.1145 -0.4919
H 2.82135 -0.91867 0.05772 -0.5646 -0.0075 -0.1642
N 4.37917 -3.56178 1.34310 1.6778 1.3125 3.5735
O 4.16076 -2.50313 1.98409 -0.3717 -0.2046 -0.3340
O 3.59202 -3.91358 0.47869 -0.7690 -1.1287 -1.6923
O 5.37335 -4.24289 1.73100 -0.8166 -0.4312 -1.2412
N -0.40812 2.27253 3.60511 1.6621 0.2626 -2.3449
O 0.11707 2.46522 2.44111 -0.3451 0.8325 0.0777
O -0.30408 3.07034 4.48127 0.5241 2.9816 1.8513
O -0.95779 1.23430 3.79458 -2.1343 -3.6902 0.1524
N -4.81177 2.61032 0.26158 -1.0835 -0.7467 0.7316
O -4.29963 1.68606 -0.42011 0.6590 -0.7647 -0.5509
O -5.90990 3.04240 -0.05424 -1.0023 0.5905 -0.7077
O -4.28443 2.97106 1.30996 1.1910 0.3107 0.4013
N 6.64180 0.47362 -0.37120 -1.2341 2.0289 -0.3427
O 7.19594 1.59353 -0.48348 -0.5275 -0.7729 0.3936
O 7.27063 -0.55464 -0.52378 2.5419 -2.8641 -0.9611
O 5.42756 0.32639 -0.17027 -0.9956 0.9332 0.0829
As -2.06854 -6.28503 0.47485 -0.9516 0.8893 -1.3012
F -3.12670 -6.06484 1.93954 1.8093 -0.5531 -1.0975
F -1.90423 -4.46446 0.31599 -0.3863 -1.9376 0.7057
F -1.19599 -6.34068 -1.05990 -0.4662 -0.1850 1.2252
F -2.09958 -8.07570 0.47039 -0.0905 2.0224 0.5678
F -3.66294 -6.21704 -0.41252 1.6566 -0.0665 0.6729
F -0.51182 -6.29592 1.44121 -1.7233 -0.1061 -0.6669
C 1.57204 4.15127 -2.32083 2.0437 0.8726 1.2858
O 0.55821 5.16389 -2.38577 -1.4582 0.8456 -1.6711
O 2.48183 4.48456 -1.37799 -2.4332 -1.5459 -1.0402
C 0.80761 2.72481 -2.26299 1.4610 1.0496 0.6766
F -0.07472 2.59602 -3.28927 0.3956 -0.4053 0.2961
F 1.71003 1.69095 -2.30854 -1.5243 0.9444 -0.0356
F 0.05228 2.59046 -1.11120 0.4975 -0.1077 -0.6024
C 0.26791 5.73105 -3.71012 -0.8770 -0.7864 1.3185
C -0.75804 6.78741 -3.45726 -0.0070 0.9689 -0.3089
H -0.29559 7.69973 -3.08054 -0.1702 0.0892 0.1664
H -1.22089 6.99756 -4.42148 -0.1923 0.3732 -0.0101
H -1.54470 6.45895 -2.77801 0.1297 -0.1358 0.0232
H -0.25093 5.08990 -4.42274 0.2118 -1.1637 0.3462
H 1.09860 6.10906 -4.30608 0.6645 0.0963 0.6865
H 1.94550 4.19257 -3.34403 0.6938 -0.7099 -0.6596


Record-wise calculated total energy values, in eV: -51799.757; -163551.722